Entry 1:
ORCA calculation (the ωB97M-V functional and the def2-TZVPD basis) on one molecule with the formula C3H5BrClF in a non-equilibrium geometry.

Geometry (Å):
1 H 1.06882 0.47852 1.46699
2 Cl 0.23070 0.01678 -2.77709
3 H -0.31864 -0.51481 2.16547
4 C 0.01084 -0.61967 0.00733
5 C -0.26615 0.53768 -1.14829
6 H 0.42243 1.39463 -0.86693
7 H -0.62020 0.88046 1.34284
8 F -1.60977 0.66490 -1.00668
9 C 0.03912 0.08026 1.29319
10 H -0.69224 -1.45689 -0.03642
11 Br 1.73507 -1.46186 -0.44040

Atoms 1-2, force components in eV/Å:
H -0.9 -0.3 0.2
Cl -0.8 0.4 0.2

E_HOMO: -10.15 eV
SMILES: C[C@H](Br)[C@H](F)Cl
relative energy (zero: lowest compared OMol25 entry of this formula, charge and spin): 8.6 kcal/mol
frontier orbital gap: 11.03 eV

Entry 2:
ORCA calculation (the ωB97M-V functional and the def2-TZVPD basis) on C3H5BrF2 as an isolated structure in a non-equilibrium geometry.

Geometry (Å):
1 F 0.64977 -1.85842 0.41844
2 H -1.63149 1.18212 -1.12646
3 H -0.72680 0.02950 1.60391
4 C -0.20527 0.31388 0.69048
5 H -1.27703 -0.59009 -1.35118
6 H 1.76516 -0.36759 1.12939
7 C -1.61799 0.19435 -0.68778
8 H 1.39375 -0.32971 -0.62903
9 C 0.99109 -0.53711 0.36675
10 F 0.11791 1.62361 0.72742
11 Br -3.26868 -0.25794 0.11734

Atoms 1-2, force components in eV/Å:
F -0.4 -0.6 0.0
H -0.1 0.0 0.0

E_HOMO: -9.67 eV
relative energy (zero: lowest compared OMol25 entry of this formula, charge and spin): 33.0 kcal/mol
frontier orbital gap: 10.60 eV

Entry 3:
ORCA calculation (the ωB97M-V functional and the def2-TZVPD basis) on C3H5BrI2N as an isolated structure in a non-equilibrium geometry.

Geometry (Å):
1 H -2.31027 -3.35899 2.46920
2 Br -1.87179 0.74237 -0.63690
3 H 2.45161 1.30473 -0.32608
4 I -2.60349 -2.48596 1.03706
5 I 0.64959 1.15296 1.90186
6 H 1.66972 -0.52073 -1.67160
7 N 1.10124 0.32961 -1.48438
8 H 0.30690 0.55132 -2.07528
9 C -1.02882 -1.19762 1.55158
10 C 1.47679 1.29177 -0.69297
11 C -0.76165 -0.05184 0.89872
12 H 0.92017 2.24239 -0.97121

Atoms 1-2, force components in eV/Å:
H -0.3 0.7 -1.2
Br 0.6 -0.2 1.1

total charge: +1
E_HOMO: -11.99 eV
relative energy (zero: lowest compared OMol25 entry of this formula, charge and spin): 91.5 kcal/mol
frontier orbital gap: 7.41 eV

Entry 4:
ORCA calculation (the ωB97M-V functional and the def2-TZVPD basis) on a 2-piece molecular cluster, C3H5BrNO2 overall in a non-equilibrium geometry.

Geometry (Å):
1 O 0.29860 1.54713 -0.51796
2 C 2.47413 0.79274 0.60183
3 C -1.33647 0.41060 -0.57478
4 H -1.92647 1.14170 -0.02595
5 Br 3.42062 -0.64996 -0.12451
6 O 2.58763 2.09752 0.03653
7 N -1.09447 -0.77238 -0.10076
8 H -0.55795 -1.38052 -0.67799
9 H 2.52702 0.82654 1.65955
10 C 1.38263 1.50335 -0.04545
11 H -1.52031 0.54747 -1.66176
12 H -1.39936 -0.81494 0.90415

Atoms 1-2, force components in eV/Å:
O -0.6 1.6 -0.8
C -0.9 -0.9 0.6

total charge: +1
E_HOMO: -14.39 eV
relative energy (zero: lowest compared OMol25 entry of this formula, charge and spin): 16.9 kcal/mol
frontier orbital gap: 10.10 eV

Entry 5:
ORCA calculation (the ωB97M-V functional and the def2-TZVPD basis) on C3H5BrNO2S as an isolated structure in a non-equilibrium geometry.

Geometry (Å):
1 H -1.08017 -0.82618 -1.25038
2 H -1.58242 -1.47523 0.34256
3 O -1.70093 2.09081 -0.02610
4 H -0.07722 -0.25082 1.59685
5 Br -4.95168 -0.35323 -0.36934
6 C -1.10338 -0.64409 -0.19070
7 N -3.88070 1.23917 -0.53565
8 H 1.74601 1.26412 0.12840
9 S -2.45428 0.87834 0.22944
10 C 0.95963 0.65522 -0.08273
11 O -2.65295 0.54779 1.58971
12 C 0.01139 -0.02115 0.53622
13 H 0.73234 0.63094 -1.16926

Atoms 1-2, force components in eV/Å:
H 0.4 0.2 -0.4
H 0.2 0.3 -0.2

total charge: -1
E_HOMO: -4.11 eV
relative energy (zero: lowest compared OMol25 entry of this formula, charge and spin): 0.0 kcal/mol
frontier orbital gap: 7.60 eV

Entry 6:
ORCA calculation (the ωB97M-V functional and the def2-TZVPD basis) on one molecule with the formula C3H5BrO in a non-equilibrium geometry.

Geometry (Å):
1 H -0.42246 -0.63430 1.41455
2 H 1.73840 0.73471 -1.04832
3 H -1.25129 1.39609 -0.07449
4 C -0.20773 -0.50091 0.33549
5 C 0.87123 1.50295 -0.86289
6 H 0.73016 -1.07819 -0.00021
7 C -0.26270 0.97760 -0.03028
8 H -1.02709 -0.95440 -0.33183
9 O 0.80063 1.79666 0.44769
10 Br 0.27530 2.91383 -2.12947

Atoms 1-2, force components in eV/Å:
H 0.1 -0.3 -0.7
H -1.6 2.0 -0.8

E_HOMO: -9.97 eV
SMILES: C[C@H]1O[C@@H]1Br
relative energy (zero: lowest compared OMol25 entry of this formula, charge and spin): 25.9 kcal/mol
frontier orbital gap: 10.80 eV

> Which of these has the lowest E_HOMO?

C3H5BrNO2